[1]
{
  "formula": "C7H10NOP",
  "method": "ωB97M-V/def2-TZVPD",
  "species": ["C", "N", "P", "O", "C", "C", "C", "C", "C", "C", "H", "H", "H", "H", "H", "H", "H", "H", "H", "H"],
  "coordinates": [[2.348, -1.688, 0.064], [1.548, -1.087, -0.930], [1.909, -1.047, -2.521], [0.913, -0.251, -3.258], [0.161, -0.173, -0.173], [0.221, 1.159, -0.058], [-0.907, 1.995, 0.514], [-1.920, 1.124, 1.158], [-2.110, -0.192, 0.451], [-1.076, -0.896, -0.036], [2.612, -0.956, 0.869], [2.128, -2.638, 0.495], [3.302, -2.025, -0.392], [1.029, 1.682, -0.612], [-0.670, 2.790, 1.210], [-1.170, 2.548, -0.429], [-2.836, 1.487, 1.452], [-1.295, 0.812, 2.166], [-2.982, -0.771, 0.387], [-1.205, -1.873, -0.357]],
  "nbo_charge": [-0.43, -0.84, 1.44, -1.05, 0.19, -0.19, -0.43, -0.43, -0.15, -0.28, 0.20, 0.20, 0.21, 0.24, 0.24, 0.22, 0.23, 0.20, 0.21, 0.23],
  "e_above_lowest_kcal_mol": 97.4,
  "smiles": "CN(P=O)C1=CCCC=C1",
  "gap_ev": 9.2,
  "fmax_ha_per_bohr": 0.102,
  "spin_multiplicity": 1
}



[2]
{
  "formula": "C10H20Br2O4",
  "method": "ωB97M-V/def2-TZVPD",
  "species": ["C", "C", "O", "C", "C", "O", "H", "H", "H", "H", "H", "H", "H", "H", "C", "C", "O", "C", "C", "O", "H", "H", "H", "H", "H", "H", "H", "H", "Br", "C", "C", "Br", "H", "H", "H", "H"],
  "coordinates": [[-7.641, 15.287, 10.553], [-7.272, 14.302, 9.446], [-7.008, 12.998, 9.964], [-8.049, 12.237, 10.323], [-7.614, 10.913, 10.880], [-9.197, 12.584, 10.202], [-7.533, 16.292, 10.137], [-7.107, 15.206, 11.492], [-8.715, 15.163, 10.717], [-8.061, 14.242, 8.694], [-6.361, 14.603, 8.930], [-6.687, 11.033, 11.443], [-7.483, 10.214, 10.059], [-8.358, 10.599, 11.609], [-5.485, 15.453, 19.153], [-4.763, 14.937, 17.920], [-5.245, 13.682, 17.455], [-4.636, 12.574, 17.892], [-5.164, 11.331, 17.243], [-3.753, 12.584, 18.709], [-5.102, 16.456, 19.353], [-5.403, 14.868, 20.064], [-6.530, 15.598, 18.862], [-4.991, 15.633, 17.108], [-3.682, 14.970, 18.058], [-5.000, 10.484, 17.901], [-4.647, 11.174, 16.296], [-6.229, 11.449, 17.046], [-5.996, 13.482, 13.801], [-7.745, 14.223, 14.248], [-8.238, 13.533, 15.502], [-9.931, 14.400, 16.021], [-8.383, 14.079, 13.383], [-7.644, 15.281, 14.474], [-7.509, 13.624, 16.303], [-8.465, 12.478, 15.382]],
  "nbo_charge": [-0.65, -0.07, -0.51, 0.80, -0.72, -0.61, 0.22, 0.22, 0.22, 0.20, 0.19, 0.24, 0.24, 0.23, -0.63, -0.08, -0.52, 0.80, -0.71, -0.60, 0.22, 0.22, 0.21, 0.18, 0.20, 0.24, 0.24, 0.22, -0.02, -0.45, -0.44, -0.02, 0.23, 0.23, 0.24, 0.22],
  "smiles": "CCOC(C)=O.CCOC(C)=O.BrCCBr",
  "gap_ev": 10.9,
  "fmax_ha_per_bohr": 0.029,
  "spin_multiplicity": 1
}



[3]
{
  "formula": "C21H17IN2O4OsS",
  "method": "ωB97M-V/def2-TZVPD",
  "species": ["Os", "C", "C", "C", "C", "C", "C", "C", "C", "C", "S", "C", "N", "H", "H", "H", "H", "H", "H", "H", "H", "I", "C", "H", "H", "O", "C", "N", "C", "O", "C", "C", "C", "C", "C", "C", "H", "H", "H", "H", "C", "C", "O", "O", "H", "H", "H"],
  "coordinates": [[0.076, -0.145, -0.128], [0.022, 3.119, 0.337], [-1.346, 2.551, 0.182], [-2.458, 3.433, 0.206], [-3.726, 2.960, 0.114], [-3.938, 1.569, -0.007], [-5.228, 0.996, -0.083], [-5.376, -0.359, -0.195], [-4.242, -1.188, -0.245], [-2.979, -0.651, -0.182], [-1.543, -1.641, -0.291], [-2.803, 0.741, -0.054], [-1.520, 1.244, 0.036], [-0.034, 4.197, 0.472], [0.643, 2.901, -0.535], [0.533, 2.694, 1.200], [-2.260, 4.490, 0.307], [-4.578, 3.629, 0.139], [-6.089, 1.651, -0.049], [-6.363, -0.800, -0.250], [-4.356, -2.261, -0.341], [0.845, -1.812, 2.707], [-0.012, 0.016, 1.950], [0.583, 0.811, 2.386], [-1.026, 0.028, 2.343], [1.777, -1.354, -0.507], [2.592, -0.441, -0.199], [2.071, 0.708, 0.219], [3.106, 1.538, 0.666], [2.989, 2.597, 1.223], [4.394, 0.808, 0.365], [5.702, 1.182, 0.566], [6.690, 0.270, 0.193], [6.363, -0.968, -0.350], [5.033, -1.343, -0.540], [4.069, -0.431, -0.174], [5.948, 2.145, 0.994], [7.733, 0.527, 0.329], [7.155, -1.651, -0.627], [4.771, -2.307, -0.955], [0.647, 1.133, -4.234], [0.879, 1.306, -2.751], [1.619, 2.157, -2.299], [0.184, 0.441, -2.042], [1.205, 1.885, -4.784], [-0.418, 1.215, -4.454], [0.965, 0.135, -4.537]],
  "nbo_charge": [1.05, -0.69, 0.31, -0.25, -0.10, -0.12, -0.17, -0.20, -0.19, -0.22, 0.19, 0.23, -0.43, 0.22, 0.29, 0.26, 0.23, 0.22, 0.22, 0.22, 0.23, 0.09, -0.73, 0.22, 0.20, -0.60, 0.64, -0.65, 0.69, -0.54, -0.12, -0.16, -0.19, -0.20, -0.19, -0.06, 0.23, 0.22, 0.22, 0.23, -0.71, 0.80, -0.64, -0.72, 0.23, 0.23, 0.23],
  "e_above_lowest_kcal_mol": 3.3,
  "gap_ev": [6.5, 6.5],
  "fmax_ha_per_bohr": 0.012,
  "spin_multiplicity": 1
}



[4]
{
  "formula": "C6H4N2",
  "method": "ωB97M-V/def2-TZVPD",
  "species": ["N", "C", "C", "C", "C", "C", "C", "N", "H", "H", "H", "H"],
  "coordinates": [[0.785, -2.887, -2.608], [0.421, -2.106, -1.682], [0.247, -1.530, -0.515], [-0.029, -0.218, -0.191], [0.125, 0.220, 1.152], [-0.354, 1.472, 1.316], [-0.737, 1.823, -0.207], [-0.686, 0.787, -1.011], [0.634, -2.027, 0.368], [0.719, -0.727, 1.786], [-0.305, 2.294, 2.205], [-0.821, 2.899, -0.613]],
  "nbo_charge": [-0.25, 0.24, -0.29, 0.17, -0.23, -0.27, 0.11, -0.44, 0.25, 0.23, 0.26, 0.21],
  "e_above_lowest_kcal_mol": 84.5,
  "smiles": "N#C/C=C1/C=CC=N1",
  "gap_ev": 7.8,
  "fmax_ha_per_bohr": 0.281,
  "spin_multiplicity": 1
}